(1)
Here is a single C2H4NP molecule in a non-equilibrium geometry from OMol25. Energies are from wB97M-V/def2-TZVPD.

```
8
Properties=species:S:1:pos:R:3:forces:R:3
C -0.09303 -0.65341 -0.36298 -0.8 0.8 1.0
C 1.07004 0.17964 0.23887 -0.3 -3.8 0.8
N -3.21534 0.03070 0.40448 0.1 -0.2 0.0
P -1.80008 0.00218 -0.03394 1.7 -0.5 -0.3
H -0.00631 -0.51386 -1.40904 -0.4 -0.4 -1.6
H 0.79000 1.13422 0.11013 -0.2 3.7 0.2
H 2.04429 -0.00124 -0.18851 -0.1 -0.2 -0.9
H 1.21044 -0.17822 1.24097 -0.1 0.6 0.9
```
Forces are in eV/Å.

## Properties
lowest unoccupied orbital energy: -1.08 eV
highest occupied orbital energy: -9.0 eV
structure (SMILES): CC=P#N
relative energy (zero: lowest compared OMol25 entry of this formula, charge and spin): 87.47 kcal/mol
Kohn-Sham gap: 8.0 eV

(2)
Here is a single C3H6O3 molecule in a non-equilibrium geometry from OMol25. Energies are from wB97M-V/def2-TZVPD.

```
12
Properties=species:S:1:pos:R:3:forces:R:3
C -1.99913 -0.65368 -0.06671 -0.7 -2.7 1.8
C -0.04473 0.50254 0.12839 -1.2 2.1 -2.4
C 1.45492 0.41878 0.27612 -0.2 0.9 0.8
H -2.41752 -0.50987 1.06573 0.0 -0.3 -3.3
H -2.21536 -1.72509 -0.55999 0.3 2.4 1.6
H -2.21572 0.13021 -0.81798 0.0 -0.5 1.0
H 1.55028 0.44240 1.43901 0.6 0.2 -1.8
H 1.86843 1.30751 -0.28274 -0.2 -0.8 1.2
H 1.24268 -1.52191 -0.53346 3.3 3.7 1.3
O -0.57048 -0.69673 0.27248 -1.1 -0.3 -0.7
O -0.74275 1.46151 -0.25773 2.5 -1.4 1.5
O 2.02834 -0.73092 -0.30691 -3.1 -3.4 -0.8
```
Forces are in eV/Å.

## Properties
lowest unoccupied orbital energy: 0.64 eV
highest occupied orbital energy: -10.3 eV
structure (SMILES): COC(=O)CO
relative energy (zero: lowest compared OMol25 entry of this formula, charge and spin): 58.05 kcal/mol
Kohn-Sham gap: 10.9 eV

(3)
Here is a molecular structure, C27H34N7O2PS6Ti from OMol25. Energies are from wB97M-V/def2-TZVPD.

```
78
Properties=species:S:1:pos:R:3:forces:R:3
Ti -0.75698 0.53440 0.45281 -0.5 0.0 0.5
C 1.24420 -3.36214 0.06634 0.0 0.0 0.0
C 0.25740 -2.24625 0.02053 0.0 0.0 0.0
N 0.47527 -1.09404 0.64841 0.1 -0.1 -0.1
N 1.63153 -1.01159 1.41586 0.1 0.0 -0.1
C 1.59599 -0.10695 2.40634 0.0 0.0 0.0
N 2.71535 0.09824 3.10642 0.1 0.0 0.0
S 0.14657 0.69230 2.78905 0.0 0.1 0.1
C -0.98446 -2.27961 -0.66110 0.1 -0.1 0.0
C -1.45591 -3.36426 -1.43250 0.0 0.0 0.0
C -2.67506 -3.28653 -2.04808 0.1 0.0 0.0
C -3.44364 -2.11333 -1.90368 0.0 0.0 0.0
C -2.93421 -1.09125 -1.14344 0.0 0.0 0.0
N -1.74163 -1.13816 -0.52653 0.1 0.0 -0.1
H 1.51079 -3.58187 1.10239 0.0 0.0 0.0
H 2.16331 -3.07296 -0.45134 0.0 0.0 0.0
H 0.85908 -4.27047 -0.38744 0.0 0.0 0.0
H 2.49061 -1.10157 0.84413 -0.1 0.0 0.1
H 3.59810 -0.27004 2.78530 0.0 0.0 0.0
H 2.74874 0.90123 3.71237 0.0 0.0 0.0
H -0.84961 -4.25277 -1.53277 0.0 0.0 0.0
H -3.04370 -4.11762 -2.63494 0.0 0.0 0.0
H -4.41636 -2.01018 -2.36268 0.0 0.0 0.0
H -3.48615 -0.16722 -1.02309 0.0 0.0 0.0
S 5.39257 3.30061 2.95520 0.0 0.0 0.0
C 4.41347 2.66242 1.79024 0.0 0.0 0.0
S 2.80860 3.19185 1.47389 0.0 0.0 0.0
C 2.38074 2.01825 0.23678 -0.1 0.0 0.1
C 3.33864 1.11966 -0.09299 0.1 0.0 -0.1
S 3.33295 -0.26983 -1.13824 -0.1 0.0 0.0
S 4.86542 1.35249 0.75770 0.0 0.0 0.1
S 0.74757 2.24376 -0.39462 0.2 0.1 -0.1
C 0.99504 0.38574 -5.88662 0.0 0.0 0.0
N 1.28061 1.54221 -4.92824 0.0 0.0 0.0
C 0.10456 2.51890 -4.99302 0.0 0.0 0.0
N -1.12027 1.85829 -4.72163 0.0 0.0 0.0
C -1.32105 0.75355 -5.64986 0.0 0.0 0.0
N -0.24706 -0.23571 -5.59228 0.0 0.0 0.0
C -0.22724 -0.94157 -4.29458 0.0 0.0 -0.1
P 0.04967 0.15417 -2.81266 0.0 -0.1 0.0
C 1.51504 1.03799 -3.52503 0.0 0.1 -0.1
C -1.21064 1.42772 -3.31383 0.0 0.1 -0.1
H 1.82413 -0.31411 -5.78913 0.0 0.0 0.0
H 0.97934 0.81821 -6.88877 0.0 0.0 0.0
H 2.12275 2.02437 -5.24159 0.0 0.0 0.0
H 0.11080 2.92933 -6.00487 0.0 0.0 0.0
H 0.30363 3.30048 -4.26068 0.0 0.0 0.0
H -1.37267 1.15120 -6.66674 0.0 0.0 0.0
H -2.26397 0.26260 -5.41459 0.0 0.0 0.0
H 0.55363 -1.70582 -4.32463 0.0 0.0 0.0
H -1.17711 -1.46668 -4.17125 0.0 0.0 0.0
H 2.38435 0.38221 -3.53826 0.0 0.0 0.0
H 1.75726 1.88988 -2.88949 0.0 0.0 0.0
H -1.10750 2.29763 -2.66563 0.0 0.0 0.0
H -2.20955 1.02846 -3.13268 0.0 0.0 0.0
C -7.53653 5.29110 0.82130 0.0 0.0 0.0
C -6.33802 4.38520 0.74646 0.0 0.0 0.0
C -5.12507 4.86438 0.26686 0.0 0.0 0.0
C -4.00309 4.05497 0.17551 0.0 -0.1 0.0
C -2.71812 4.64662 -0.34357 0.0 0.1 0.0
C -4.10235 2.71946 0.60411 0.1 0.0 0.0
C -5.30346 2.22139 1.12611 0.0 0.0 0.0
C -5.45441 0.81899 1.65209 0.0 -0.1 0.0
C -6.40789 3.06704 1.16749 0.0 0.0 0.0
C -2.90146 1.84011 0.50502 -0.2 0.2 -0.2
O -2.61914 1.00869 1.41098 0.2 0.0 0.0
O -2.14172 1.92722 -0.51374 0.0 -0.3 0.1
H -7.74550 5.74615 -0.14811 0.0 0.0 0.0
H -7.36570 6.10172 1.53207 0.0 0.0 0.0
H -8.42516 4.74755 1.13971 0.0 0.0 0.0
H -5.04929 5.90168 -0.04219 0.0 0.0 0.0
H -2.77417 5.73509 -0.32432 0.0 0.0 0.0
H -2.53253 4.33007 -1.37056 0.0 0.0 0.0
H -1.85191 4.33497 0.23858 0.0 0.0 0.0
H -5.01910 0.07345 0.98816 0.0 0.0 0.0
H -6.50998 0.58259 1.78626 0.0 0.0 0.0
H -4.94781 0.70974 2.61041 0.0 0.0 0.0
H -7.34709 2.68222 1.54959 0.0 0.0 0.0
```
Forces are in eV/Å.

## Properties
lowest unoccupied orbital energy (alpha / beta): -0.43 / -0.49 eV
highest occupied orbital energy (alpha / beta): -6.1 / -6.5 eV
relative energy (zero: lowest compared OMol25 entry of this formula, charge and spin): 7.68 kcal/mol
Kohn-Sham gap (alpha / beta): 5.7 / 6.0 eV
multiplicity: 3

(4)
Here is 2 unconnected molecules or ions with the total composition C4H10N in a non-equilibrium geometry from OMol25. Energies are from wB97M-V/def2-TZVPD.

```
15
Properties=species:S:1:pos:R:3:forces:R:3
C -0.15017 -0.99106 -2.26146 -0.2 0.4 -0.4
N -0.44339 0.27326 -1.74619 0.1 -0.8 0.3
H -0.87195 -1.49388 -2.89880 0.3 0.0 -0.2
H 0.70253 -1.53211 -1.88049 0.0 -0.2 0.2
H -0.81618 0.22449 -0.81179 0.2 0.7 0.0
H -0.39475 1.14158 -2.24266 -0.3 -0.1 -0.2
C 0.43888 1.44073 1.21931 -0.4 -1.5 0.3
C -0.25923 0.08934 1.24039 0.5 0.0 2.3
C 0.35333 -1.01327 1.69677 -0.3 0.6 0.1
H 0.41374 1.83798 0.21085 0.0 0.4 0.0
H -0.04603 2.07656 1.95760 0.2 0.4 -0.2
H 1.46651 1.20955 1.50332 0.1 0.5 -0.1
H -1.31498 0.04793 1.48560 -0.7 0.1 -1.6
H -0.16675 -1.96218 1.69198 0.0 0.0 0.4
H 1.27053 -0.90040 2.26920 0.6 -0.5 -0.9
```
Forces are in eV/Å.

## Properties
lowest unoccupied orbital energy (alpha / beta): 1.30 / 0.73 eV
highest occupied orbital energy (alpha / beta): -7.8 / -8.8 eV
relative energy (zero: lowest compared OMol25 entry of this formula, charge and spin): 39.41 kcal/mol
Kohn-Sham gap (alpha / beta): 9.1 / 9.6 eV
multiplicity: 2

(5)
Here is 2 unconnected molecules or ions with the total composition C4H12N2 in a non-equilibrium geometry from OMol25. Energies are from wB97M-V/def2-TZVPD.

```
18
Properties=species:S:1:pos:R:3:forces:R:3
C 3.60483 -0.62724 1.45133 -1.4 0.3 -0.9
C 2.41247 -0.71485 0.83471 1.1 -0.2 0.4
N 2.08026 -0.16948 -0.38705 -0.6 -0.5 0.1
H 4.30648 0.03736 0.96291 0.6 -0.2 0.5
H 3.71926 -1.15043 2.38368 0.5 0.1 0.1
H 1.63656 -1.33510 1.26824 -0.2 0.1 -0.1
H 2.66890 0.49131 -0.86104 0.1 0.1 0.3
H 1.09539 -0.01003 -0.46884 -0.3 0.3 -0.4
C -1.94285 -0.84003 -0.58518 0.2 -0.6 -1.1
N -1.59180 0.54787 -0.84423 0.5 -0.2 0.0
C -2.43921 1.54554 -0.18624 0.0 -1.2 -0.3
H -1.09798 -1.51559 -0.77843 0.2 0.3 0.6
H -2.36795 -0.99555 0.40070 0.2 0.1 0.2
H -2.64702 -1.24857 -1.31676 -0.6 0.3 0.1
H -1.47307 0.68420 -1.84309 -0.3 0.2 0.3
H -3.44038 1.12974 -0.00470 -0.1 0.3 -0.2
H -2.49830 2.42014 -0.82025 -0.1 0.3 0.2
H -2.02559 1.75072 0.79424 0.1 0.5 0.1
```
Forces are in eV/Å.

## Properties
lowest unoccupied orbital energy: 0.98 eV
highest occupied orbital energy: -7.9 eV
structure (SMILES): C=CN.CNC
relative energy (zero: lowest compared OMol25 entry of this formula, charge and spin): 36.40 kcal/mol
Kohn-Sham gap: 8.9 eV

(6)
Here is a molecular structure, C2HAgLiO2 in a non-equilibrium geometry from OMol25. Energies are from wB97M-V/def2-TZVPD.

```
7
Properties=species:S:1:pos:R:3:forces:R:3
O 0.06784 0.50211 0.64438 0.3 0.1 0.2
C -0.57619 -0.10104 -0.06274 -0.1 -0.1 -0.1
Li 1.53591 1.31498 1.98574 0.9 -0.3 0.6
C 3.59781 0.68946 3.49943 -0.8 -0.2 0.1
O 3.07433 -0.35648 3.01307 -0.5 -0.5 -1.1
Ag 3.40953 -2.52736 2.35535 0.1 0.6 0.5
H 4.31716 0.41964 4.32001 0.1 0.3 -0.3
```
Forces are in eV/Å.

## Properties
lowest unoccupied orbital energy (alpha / beta): -5.47 / -5.47 eV
highest occupied orbital energy (alpha / beta): -10.9 / -10.9 eV
charge: +1
relative energy (zero: lowest compared OMol25 entry of this formula, charge and spin): 10.03 kcal/mol
Kohn-Sham gap (alpha / beta): 5.5 / 5.5 eV

Which of these has the lowest relative energy (zero: lowest compared OMol25 entry of this formula, charge and spin)? C27H34N7O2PS6Ti

Look up the relative energy (zero: lowest compared OMol25 entry of this formula, charge and spin) of the sixth one. 10.03 kcal/mol